The following is a DFT calculation (ωB97M-V with the def2-TZVPD basis set) of one molecule with the formula C4H9N3O2Si in a non-equilibrium geometry.

Calculated values
Net charge   0
HOMO-LUMO gap (spin up / spin down)   0.3731 / 0.3732 Eh
SMILES   C[Si](C)(C)O/[N+]([O-])=N/C#N
HOMO energy (spin up / spin down)   -10.735 / -10.735 eV
Energy relative to the best compared isomer or geometry (same formula, charge and spin)   362.6 kJ/mol

Structure (XYZ):
```
19
C4H9N3O2Si (ωB97M-V with the def2-TZVPD basis set)
C 1.33 1.59 0.38
Si 0.73 -0.19 -0.30
C 0.62 -1.42 1.19
C 1.46 -1.10 -1.86
O -0.82 -0.09 -0.97
N -1.81 0.70 -0.37
O -1.68 1.88 -0.45
N -2.68 0.09 0.26
C -3.74 0.56 0.84
N -4.60 0.92 1.49
H 0.44 2.09 0.67
H 1.97 1.43 1.23
H 1.93 2.12 -0.25
H -0.18 -2.11 0.98
H 1.58 -1.93 1.35
H 0.42 -0.86 2.16
H 1.39 -0.38 -2.71
H 2.48 -1.18 -1.67
H 1.14 -2.11 -1.96
```

Atomic partial charges in e from the Löwdin method, atoms 1 to 8: C -0.1155; Si 0.6101; C -0.1705; C -0.1415; O -0.1150; N -0.3353; O 0.1105; N 0.1376



The following is a DFT calculation (ωB97M-V with the def2-TZVPD basis set) of one molecule with the formula C10H11ClN2O in a non-equilibrium geometry.

Calculated values
Net charge   0
HOMO-LUMO gap   0.2460 Eh
SMILES   [H]/N=C1/C=C(OC)C=C/C1=N/C=C(/C)Cl
HOMO energy   -8.071 eV
Energy relative to the best compared isomer or geometry (same formula, charge and spin)   263.3 kJ/mol

Structure (XYZ):
```
25
C10H11ClN2O (ωB97M-V with the def2-TZVPD basis set)
H -1.19 -1.48 0.30
N -0.15 -1.31 0.43
C 0.29 -0.16 0.23
C 1.76 0.02 0.51
C 2.45 1.12 0.09
O 3.83 1.32 0.16
C 4.51 0.34 0.81
C 1.80 2.22 -0.43
C 0.43 2.18 -0.55
C -0.39 0.96 -0.45
N -1.72 1.04 -0.54
C -2.66 0.11 -0.64
C -3.88 0.05 -0.08
C -5.05 -0.85 -0.51
Cl -4.14 1.39 1.02
H 2.22 -0.81 0.93
H 5.63 0.50 0.81
H 4.43 -0.64 0.26
H 4.23 0.31 1.86
H 2.28 3.14 -0.77
H -0.07 3.18 -0.74
H -2.42 -0.60 -1.46
H -5.97 -0.34 -0.44
H -5.09 -1.63 0.18
H -4.75 -1.24 -1.51
```

Atomic partial charges in e from the Löwdin method, atoms 1 to 8: H 0.0739; N 0.1698; C -0.3035; C 0.0532; C -0.2875; O -0.0741; C -0.1373; C -0.0073



The following is a DFT calculation (ωB97M-V with the def2-TZVPD basis set) of a 2-piece molecular cluster, C10H19IN overall in a non-equilibrium geometry.

Calculated values
Net charge   +1
HOMO-LUMO gap   0.2914 Eh
HOMO energy   -12.437 eV
Energy relative to the best compared isomer or geometry (same formula, charge and spin)   0.0 kJ/mol

Structure (XYZ):
```
31
C10H19IN (ωB97M-V with the def2-TZVPD basis set)
C 0.68 -2.31 1.82
C 0.91 -2.46 0.55
C -0.80 -1.15 -0.42
C -0.79 1.66 -2.37
C -1.78 1.43 1.36
C 0.87 -1.86 -1.88
C -1.90 -0.53 -0.19
C -0.65 1.58 -0.89
C 2.53 0.68 2.05
C -1.80 1.00 -0.12
N 0.32 -1.80 -0.53
I 3.58 0.58 0.15
H -0.02 -1.55 2.31
H 1.02 -3.04 2.62
H 1.69 -2.94 0.11
H -1.20 0.77 -2.83
H 0.04 2.03 -2.95
H -1.63 2.32 -2.54
H -2.57 0.90 2.00
H -1.96 2.52 1.30
H -0.84 1.17 1.78
H 1.55 -2.75 -1.94
H -0.01 -1.97 -2.55
H 1.44 -0.88 -2.17
H 2.76 -0.23 2.64
H -2.92 -0.89 -0.30
H -0.71 2.62 -0.46
H 0.36 1.32 -0.50
H 1.48 0.80 1.90
H 3.03 1.47 2.61
H -2.66 1.50 -0.58
```

Atomic partial charges in e from the Löwdin method, atoms 1 to 8: C 0.0723; C -0.1567; C 0.0674; C -0.0833; C -0.0406; C 0.0045; C 0.0624; C -0.2703



The following is a DFT calculation (ωB97M-V with the def2-TZVPD basis set) of C13H27BBeFN3O12S2 as an isolated structure in a non-equilibrium geometry.

Calculated values
Net charge   0
HOMO-LUMO gap   0.0682 Eh
HOMO energy   -9.069 eV

Structure (XYZ):
```
60
C13H27BBeFN3O12S2 (ωB97M-V with the def2-TZVPD basis set)
C 3.36 -1.57 -0.25
B 3.57 -0.94 -1.75
O 3.58 -1.89 -2.92
S 3.84 0.89 -2.16
O 3.50 1.22 -3.66
O 5.40 1.11 -2.06
N 3.13 2.00 -1.02
S 1.40 1.80 -0.88
O 0.83 3.19 -0.40
O 0.94 0.77 0.17
C 0.51 1.40 -2.48
C -1.09 1.19 -2.08
C -1.46 -0.43 -1.99
N -1.70 -1.15 -0.67
O -1.54 -1.08 -3.17
H 2.97 -0.82 0.56
H 2.64 -2.52 -0.39
H 4.41 -1.96 0.16
H 2.81 -2.55 -2.80
H 0.93 0.43 -3.03
H 0.51 2.33 -3.23
H -1.79 1.77 -2.85
H -1.32 1.70 -1.02
H -0.82 -1.19 -0.10
H -2.46 -0.68 -0.13
Be 1.84 -2.63 1.42
C -4.43 -2.45 2.27
O -4.92 -2.13 0.97
C -5.71 -3.18 0.41
C -7.21 -2.87 0.52
O -7.64 -2.88 1.89
C -7.78 -1.57 2.42
H -4.03 -1.54 2.72
H -5.22 -2.85 2.91
H -3.62 -3.18 2.18
H -5.47 -4.14 0.88
H -5.45 -3.25 -0.65
H -7.77 -3.66 0.01
H -7.45 -1.91 0.04
H -8.69 -1.10 2.00
H -6.92 -0.94 2.19
H -7.89 -1.64 3.50
C 0.94 2.51 3.18
C -0.47 2.13 3.51
O -0.32 0.99 4.31
C 0.88 1.14 4.93
O 1.24 0.50 5.90
O 1.64 2.11 4.33
F -1.15 1.79 2.39
H 1.33 1.97 2.31
H 1.05 3.59 3.00
H -1.02 2.90 4.06
C 8.06 2.39 -2.67
C 9.36 2.51 -1.90
N 10.45 2.61 -1.27
H 8.26 2.20 -3.73
H 7.46 1.58 -2.27
H 7.49 3.33 -2.59
O 5.87 2.55 -5.71
H 5.15 2.09 -5.31
```

Atomic partial charges in e from the Löwdin method, atoms 1 to 8: C -0.1446; B -0.3877; O 0.0258; S 0.7428; O -0.3584; O -0.3645; N -0.2861; S 0.6717



The following is a DFT calculation (ωB97M-V with the def2-TZVPD basis set) of a 2-piece molecular cluster, CH3NS2 overall in a non-equilibrium geometry.

Calculated values
Net charge   0
HOMO-LUMO gap   0.3117 Eh
HOMO energy   -8.774 eV
Energy relative to the best compared isomer or geometry (same formula, charge and spin)   279.3 kJ/mol

Structure (XYZ):
```
7
CH3NS2 (ωB97M-V with the def2-TZVPD basis set)
C 3.02 -0.50 -0.61
N -0.78 0.34 -0.12
S 3.14 0.43 0.57
S -1.72 -0.96 0.50
H -2.79 -0.72 -0.35
H 0.20 0.18 -0.30
H -1.07 1.22 0.30
```

Listed below, in e, are the Löwdin charges computed for each atom: C -0.6046; N -0.4520; S 0.6443; S 0.5822; H -0.1399; H -0.0443; H 0.0144



The following is a DFT calculation (ωB97M-V with the def2-TZVPD basis set) of one molecule with the formula C26H33N3O2.

Calculated values
Net charge   0
HOMO-LUMO gap   0.3352 Eh
SMILES   COc1cccc(C[C@@]2(CO)CCCN(Cc3cn[nH]c3-c3cc(C)ccc3C)C2)c1
HOMO energy   -8.396 eV
Energy relative to the best compared isomer or geometry (same formula, charge and spin)   228.7 kJ/mol

Structure (XYZ):
```
64
C26H33N3O2 (ωB97M-V with the def2-TZVPD basis set)
C 0.29 4.98 -3.20
O 1.06 3.80 -3.19
C 1.26 3.16 -2.01
C 0.76 3.57 -0.78
C 1.05 2.84 0.35
C 1.82 1.69 0.28
C 2.30 1.25 -0.95
C 3.08 -0.03 -1.05
C 2.19 -1.27 -1.32
C 1.60 -1.18 -2.74
O 2.57 -1.14 -3.76
C 3.04 -2.54 -1.14
C 2.19 -3.80 -1.21
C 1.02 -3.71 -0.23
N 0.24 -2.53 -0.52
C -1.01 -2.48 0.23
C -1.89 -1.40 -0.29
C -2.34 -1.24 -1.62
N -3.13 -0.20 -1.74
N -3.23 0.32 -0.52
C -2.49 -0.35 0.40
C -2.41 0.04 1.81
C -1.17 0.34 2.35
C -1.02 0.73 3.67
C 0.33 1.04 4.23
C -2.17 0.81 4.46
C -3.41 0.51 3.93
C -3.56 0.12 2.60
C -4.92 -0.21 2.07
C 1.03 -1.33 -0.33
C 2.02 1.99 -2.08
H 0.74 5.76 -2.57
H 0.26 5.31 -4.23
H -0.74 4.79 -2.86
H 0.16 4.46 -0.69
H 0.67 3.18 1.31
H 2.06 1.14 1.18
H 3.80 0.04 -1.87
H 3.63 -0.19 -0.12
H 0.90 -2.01 -2.89
H 1.04 -0.25 -2.83
H 3.03 -1.99 -3.78
H 3.85 -2.57 -1.88
H 3.52 -2.49 -0.15
H 1.80 -3.94 -2.22
H 2.80 -4.67 -0.96
H 0.38 -4.59 -0.34
H 1.41 -3.69 0.81
H -1.51 -3.44 0.10
H -0.83 -2.33 1.31
H -2.10 -1.85 -2.47
H -3.77 1.15 -0.36
H -0.30 0.29 1.71
H 0.90 1.66 3.54
H 0.89 0.12 4.38
H 0.25 1.55 5.19
H -2.08 1.11 5.49
H -4.28 0.58 4.56
H -4.85 -0.95 1.27
H -5.40 0.69 1.66
H -5.55 -0.59 2.86
H 0.38 -0.47 -0.48
H 1.43 -1.29 0.70
H 2.40 1.69 -3.05
```

Atomic partial charges in e from the Löwdin method, atoms 1 to 8: C -0.0935; O -0.0800; C -0.2606; C -0.0265; C -0.0773; C -0.0713; C -0.2202; C -0.0832



Number 1: E -761.9306 a.u.. Number 2: E -1032.4648 a.u.. Number 3: E -744.4961 a.u.. Number 4: E -2513.8760 a.u.. Number 5: E -890.9220 a.u.. Number 6: E -1325.2945 a.u..